Entry 1:
Here is the molecule C5H7NO in a non-equilibrium geometry from OMol25. Energies are from the ωB97M-V functional and the def2-TZVPD basis.

Last column: Löwdin charge in e.
Atoms and positions in Å:
C: -1.597672 0.100857 0.496904  -0.086
C: 1.635502 0.443690 0.558585  -0.068
H: -0.913023 -1.571627 -0.731140  0.127
C: -0.523112 -0.895337 0.043877  -0.169
H: -2.490760 -0.433372 0.827189  0.074
H: 2.145840 1.394963 0.386612  0.131
C: 0.698224 -0.127691 -0.413825  -0.471
H: 1.406512 0.190318 1.592623  0.122
H: -0.184567 -1.513982 0.881931  0.124
C: 0.552718 0.546920 -1.711294  -0.122
H: -1.249246 0.712205 1.339619  0.079
O: 1.989160 -0.694637 -0.221457  0.010
H: -1.880274 0.787737 -0.310803  0.079
N: 0.410696 1.059951 -2.738817  0.171

Cartesian forces, eV/Å:
C -0.11 -0.05 0.07
C -0.29 -0.04 0.37
H 0.26 0.29 0.10
C 0.04 0.19 0.27
H 0.02 0.09 -0.07
H -0.02 -0.43 -0.15
C -0.03 0.00 -0.67
H 0.17 0.21 -0.01
H -0.14 0.02 -0.08
C -0.10 0.45 -0.79
H 0.00 -0.16 -0.18
O 0.03 0.15 -0.04
H 0.03 -0.21 0.11
N 0.12 -0.51 1.07

- multiplicity = 1
- HOMO level (eV) = -11.12
- SMILES = CC[C@@]1(C#N)CO1
- E_tot (a.u.) = -324.66023
- net charge = 0
- Kohn-Sham gap (eV) = 11.922

---

Entry 2:
Here is a cluster of 4 separate species, C2H11NO3 in total in a non-equilibrium geometry from OMol25. Energies are from the ωB97M-V functional and the def2-TZVPD basis.

Last column: Löwdin charge in e.
Atoms and positions in Å:
H: -1.075709 1.305265 -1.060022  0.045
O: 5.323299 -0.500981 -2.454237  -0.085
H: 4.780992 -0.107095 -1.753511  0.037
H: -2.044758 0.538933 2.260992  -0.070
H: -2.518375 1.278777 0.707829  -0.009
H: -3.401070 -0.507029 -2.877381  0.026
H: -3.865363 0.411714 -3.851801  -0.020
H: 1.576080 -0.456136 5.650321  0.007
C: -0.464387 0.432733 -0.677138  -0.308
C: -1.860957 0.454877 1.215636  -0.287
N: -0.822468 -0.075582 0.586546  -0.252
O: -3.364491 0.447565 -3.061331  -0.129
H: 1.037049 -1.956429 5.525080  0.056
H: 0.628843 0.594617 -0.716866  0.016
H: 5.053593 -0.087692 -3.252323  -0.001
H: -0.622214 -0.514266 -1.394103  0.059
O: 1.639936 -1.259270 5.152310  -0.083

Cartesian forces, eV/Å:
H 0.62 -0.64 0.29
O 0.36 -0.46 1.37
H 0.10 -0.15 -0.32
H 0.40 -0.79 1.06
H 1.06 -1.06 0.31
H 0.52 0.31 0.78
H -0.89 0.67 -1.57
H -0.43 0.40 0.55
C -0.83 -2.28 -1.38
C -1.48 1.89 -2.16
N 0.16 0.47 1.57
O 0.37 -0.93 0.80
H 0.83 1.50 -0.40
H -0.18 0.39 -0.17
H -0.49 0.61 -1.04
H 0.24 1.96 0.46
O -0.37 -1.90 -0.15

- multiplicity = 2
- HOMO level (alpha / beta) (eV) = 1.10 / -3.50
- E_tot (a.u.) = -363.14647
- net charge = -1
- Kohn-Sham gap (alpha / beta) (eV) = 2.202 / 6.716

---

Entry 3:
Here is the ion C4H9BrN3 with charge +1 in a non-equilibrium geometry from OMol25. Energies are from the ωB97M-V functional and the def2-TZVPD basis.

Last column: Löwdin charge in e.
Atoms and positions in Å:
C: 0.056279 -1.255267 -1.052473  -0.065
H: 0.264257 0.643270 -1.517000  0.165
H: 0.777357 -0.916702 1.705342  0.070
H: -1.962123 0.652953 -0.349254  0.152
H: -1.204847 1.885421 1.844390  0.114
C: -0.887810 1.961011 0.779349  -0.096
N: -1.015972 0.784411 -0.008533  -0.021
N: 0.507477 -1.787946 1.280158  0.217
H: 0.150716 2.278893 0.707305  0.076
C: 0.272406 -2.187680 0.124265  -0.164
H: -0.981773 -1.395773 -1.562808  0.173
H: 0.901166 -1.467450 -1.773010  0.141
Br: 2.898564 0.381466 0.030059  0.959
N: 1.161003 0.543156 0.300969  -0.436
H: 0.363471 -3.154415 -0.300295  0.127
C: 0.155600 0.212590 -0.589590  -0.514
H: -1.455772 2.822054 0.381124  0.102

Cartesian forces, eV/Å:
C -0.58 -0.04 -1.48
H 0.92 1.61 -2.76
H -0.47 0.94 -0.22
H 0.60 -0.57 -0.47
H 0.59 -0.34 -0.56
C -0.32 1.84 0.40
N -1.17 -0.56 -0.01
N 0.38 -2.55 -0.67
H 0.03 0.13 0.55
C 0.38 3.07 0.74
H 1.93 0.06 0.69
H -1.10 0.18 0.41
Br 0.15 -0.31 -0.65
N 0.45 -0.75 0.54
H -0.34 -1.68 0.65
C -1.25 -0.45 2.91
H -0.21 -0.58 -0.08

- multiplicity = 1
- HOMO level (alpha / beta) (eV) = -13.50 / -13.34
- E_tot (a.u.) = -2895.62069
- net charge = +1
- Kohn-Sham gap (alpha / beta) (eV) = 6.016 / 5.901